{
  "formula": "C44H45N7O6PbS",
  "method": "the ωB97M-V functional and the def2-TZVPD basis",
  "symbols": ["N", "C", "C", "C", "C", "H", "N", "C", "S", "C", "H", "C", "H", "C", "C", "C", "H", "C", "H", "H", "H", "H", "H", "C", "C", "H", "H", "C", "Pb", "N", "C", "H", "O", "H", "H", "C", "H", "C", "H", "H", "C", "C", "C", "H", "C", "H", "C", "C", "C", "C", "C", "O", "H", "H", "H", "C", "H", "N", "C", "C", "C", "H", "C", "H", "O", "H", "C", "H", "C", "H", "H", "H", "C", "H", "O", "H", "H", "H", "H", "C", "C", "C", "H", "C", "H", "O", "H", "O", "H", "N", "H", "H", "H", "C", "H", "C", "N", "C", "H", "C", "C", "C", "N", "H"],
  "positions_angstrom": [[0.457576, 3.724443, 0.275747], [-1.595422, -1.553091, 2.704383], [2.778455, 2.865582, -5.704156], [1.796117, -6.946859, 4.597868], [4.660791, 0.103359, 2.414998], [5.152110, 2.111549, 5.187816], [0.255575, -1.842202, -0.369507], [3.895570, 1.146619, 1.638957], [2.325558, -1.085087, 3.221650], [3.845174, 1.064126, 0.309643], [-3.780969, -2.524022, -0.572037], [0.574916, 1.924873, -5.533185], [0.381470, -1.251350, -3.716052], [1.109128, -4.544311, 4.781682], [3.626670, 2.460470, 3.659325], [-3.033131, -1.878616, -1.036551], [-6.267046, -0.193677, -2.265123], [-3.509377, 0.134647, 3.602558], [-5.115538, -2.356496, -2.392323], [1.289396, -3.747717, -2.880025], [3.935367, 2.865111, -3.902616], [0.664431, -2.440519, 4.961589], [1.334902, -4.957093, -0.459229], [2.168916, -2.829683, 3.498322], [2.932641, -3.775918, 2.838485], [-4.263270, 0.848865, 3.897073], [-6.407220, -0.820615, -3.924850], [4.730695, 1.733674, 4.265181], [-0.209822, 0.463269, 0.260697], [-3.693829, -0.933460, -1.917433], [-5.014607, 0.800767, -3.690647], [0.756131, -7.220735, 4.772640], [1.395408, -0.689561, 2.196550], [0.094064, 5.800673, -2.950895], [3.409478, -5.859605, 2.686897], [-0.375642, 1.160081, -3.336081], [2.337397, -7.100315, 5.533555], [-5.715090, -0.440513, -3.173933], [-2.496589, -1.333743, -0.269506], [-1.911053, 4.909851, -1.765640], [1.037846, -3.945261, -0.684795], [0.578060, -2.996916, 0.231859], [1.441877, 5.052613, -1.454032], [4.388538, 0.300096, -0.232092], [2.803562, -5.112525, 3.183733], [-3.932281, -1.316840, 5.124147], [0.301887, -0.988664, -2.654385], [-1.994291, 3.417764, 0.448836], [-3.321700, -1.060228, 4.268653], [-4.657628, -1.479289, -2.852787], [0.763066, 1.693877, -4.174868], [-3.935747, 2.407225, 2.184184], [2.219039, -7.617978, 3.852532], [-0.837716, -2.207153, 2.303549], [-1.120576, 0.714249, -4.007752], [5.228591, 0.635775, 3.696308], [2.136611, 1.808643, -2.548434], [0.003484, 0.211197, -2.302353], [-2.327211, -1.916878, 3.817282], [-0.745884, 3.945747, -0.242771], [1.248533, -3.205691, 4.466685], [3.548311, 3.342889, -6.296143], [-3.634756, 2.628950, -2.800104], [0.514552, -3.121032, 1.300633], [-2.480358, 0.815469, -1.109090], [-3.037092, 2.856797, -1.928062], [1.512799, 4.304019, -0.292683], [2.331950, 5.483512, -1.891333], [1.985046, 2.023243, -3.598214], [3.625766, -3.466617, 2.069322], [2.465200, 4.159406, 0.208078], [-4.540584, 3.235448, -2.758555], [1.576735, 2.507693, -6.295531], [-3.074860, 2.876321, -3.708994], [2.226574, -0.432367, 4.487924], [-4.579355, 0.603626, -4.679863], [-4.154279, -1.804743, -3.772986], [2.415691, 2.731983, 1.943714], [6.041959, 0.078089, 4.141272], [-2.694728, 0.453319, 2.518978], [0.992247, -3.327245, -1.931617], [3.220648, 2.181496, 2.415475], [1.419919, 2.680271, -7.352527], [-0.916427, 4.725176, -1.387882], [5.453609, -0.312167, 1.794225], [-3.010176, 4.073795, 0.277121], [3.144279, 3.237625, 4.236797], [3.827829, -1.105839, 2.682844], [-2.312689, -2.496527, -1.580979], [-1.769980, -0.395579, 2.065691], [3.271559, 1.768713, -0.274284], [-0.364096, 1.646904, -5.998169], [-2.133112, -2.858845, 4.311269], [2.987176, 2.606270, -4.356981], [0.378437, -4.853062, 5.518767], [0.192792, 5.246822, -2.026092], [-3.977509, 1.221574, -2.767594], [1.903168, -5.511776, 4.166915], [-5.727955, 1.620549, -3.797226], [0.520710, -2.026009, -1.709907], [-3.338594, 0.385672, -1.893827], [-2.904104, 1.825738, 1.889357], [-1.856220, 2.251041, 1.142777], [-0.847469, 2.006868, -2.831839]],
  "forces_ev_per_a": [[0.095, -0.243, 0.325], [-0.020, -0.107, 0.038], [0.000, 0.011, -0.095], [0.018, 0.027, -0.037], [-0.066, 0.390, 0.157], [-0.023, -0.064, 0.041], [-0.010, -0.097, -0.232], [-0.029, -0.360, -0.116], [0.349, -0.531, 0.091], [0.062, 0.054, 0.092], [0.013, 0.015, 0.035], [0.036, -0.003, 0.049], [-0.004, -0.037, 0.006], [-0.014, -0.041, -0.079], [-0.215, 0.091, -0.066], [0.101, 0.052, -0.148], [-0.061, -0.028, -0.023], [0.013, -0.052, 0.064], [0.064, -0.013, -0.020], [-0.028, 0.018, -0.046], [-0.010, 0.001, 0.042], [-0.018, -0.057, 0.090], [0.053, -0.004, -0.002], [0.157, 0.166, 0.110], [0.108, 0.031, -0.144], [0.017, 0.048, -0.031], [-0.042, -0.001, 0.034], [0.155, -0.110, -0.120], [0.283, 0.779, 0.013], [-0.010, 0.029, 0.155], [-0.003, -0.219, -0.002], [-0.001, -0.053, -0.017], [0.463, 0.079, 0.091], [-0.043, 0.054, 0.032], [0.026, 0.028, -0.036], [0.085, 0.042, -0.113], [0.005, -0.016, -0.003], [0.225, 0.025, -0.056], [-0.071, -0.101, 0.066], [-0.059, -0.047, 0.081], [-0.086, -0.061, 0.146], [0.130, -0.155, -0.027], [-0.022, 0.049, 0.027], [-0.027, -0.044, 0.013], [-0.123, -0.002, 0.065], [0.003, -0.012, 0.017], [-0.021, 0.424, -0.201], [-0.308, -0.131, 0.100], [0.100, 0.077, -0.135], [-0.076, 0.114, -0.084], [-0.026, -0.027, -0.004], [-0.005, -0.151, 0.028], [-0.023, -0.030, -0.006], [0.035, -0.024, -0.021], [-0.050, 0.076, 0.067], [0.016, -0.176, 0.011], [0.044, 0.050, 0.069], [0.011, -0.350, -0.107], [-0.070, -0.081, 0.022], [0.064, 0.147, -0.148], [-0.056, 0.109, -0.039], [0.049, -0.044, 0.007], [0.141, -0.068, 0.077], [-0.048, -0.008, 0.011], [-0.070, -0.170, -0.097], [0.042, 0.101, 0.036], [0.059, -0.003, -0.135], [0.038, -0.042, 0.004], [-0.039, -0.051, -0.015], [0.019, -0.041, 0.013], [0.032, -0.034, -0.045], [-0.008, -0.017, -0.016], [0.010, 0.036, -0.013], [-0.040, 0.027, 0.005], [0.123, 0.182, -0.058], [-0.073, 0.040, -0.015], [-0.057, -0.068, 0.014], [-0.081, -0.008, 0.032], [-0.013, 0.005, 0.063], [-0.254, -0.084, 0.198], [-0.019, 0.216, -0.179], [-0.008, 0.177, -0.015], [-0.009, 0.022, -0.003], [-0.024, -0.024, -0.168], [-0.141, -0.107, 0.012], [0.047, 0.032, -0.152], [-0.022, 0.026, -0.046], [-0.576, 0.082, 0.039], [-0.014, -0.023, 0.035], [-0.113, 0.214, 0.011], [-0.112, 0.105, -0.054], [-0.019, 0.006, 0.009], [0.034, -0.040, -0.045], [0.025, 0.027, 0.023], [0.018, 0.038, 0.074], [0.048, -0.070, 0.043], [-0.057, 0.111, 0.089], [-0.048, 0.049, 0.022], [0.061, 0.011, -0.018], [0.005, -0.482, 0.251], [-0.101, -0.142, -0.012], [0.047, 0.313, -0.079], [0.145, 0.180, 0.122], [-0.103, -0.034, -0.051]],
  "e_lumo_ha": -0.00431,
  "e_above_lowest_ev": 3.5004,
  "gap_ev": 7.26,
  "homo_energy_ev": -7.4,
  "largest_force_ev_per_a": 0.83
}